1.
A cluster of 2 separate species, C3H8N3 in total, computed with wB97M-V/def2-TZVPD.

Properties
HOMO: -13.332 eV
Max |F|: 3.621 eV/A
Relative energy (zero: lowest compared OMol25 entry of this formula, charge and spin): 162.3 kcal/mol
Total charge: +1
HOMO-LUMO gap: 8.726 eV

Last column: Löwdin charge in e.
Element x y z (Å)
C (-1.597, 1.119, -0.020)  0.10
C (-0.664, -0.984, -0.779)  -0.08
C (0.435, -0.633, -1.217)  0.11
N (-2.199, 0.077, 0.513)  -0.03
N (-1.651, -1.151, 0.007)  0.12
N (2.550, 0.361, 0.454)  0.02
H (-2.007, 2.023, 0.438)  0.04
H (0.763, -0.366, -2.197)  0.11
H (1.201, -0.078, -0.515)  0.09
H (-2.960, -0.041, 1.186)  0.17
H (-2.162, -1.932, 0.171)  0.14
H (3.111, -0.327, 0.891)  0.03
H (2.009, 0.884, 1.163)  0.07
H (3.172, 1.048, -0.095)  0.11

***

2.
A cluster of 10 separate species, C20H33F6N3O20 in total, computed with wB97M-V/def2-TZVPD.

Properties
HOMO: -10.946 eV
Max |F|: 8.559 eV/A
Relative energy (zero: lowest compared OMol25 entry of this formula, charge and spin): 219.5 kcal/mol
Total charge: +2
HOMO-LUMO gap: 4.477 eV

Last column: Löwdin charge in e.
Element x y z (Å)
N (2.877, 6.079, 1.122)  0.36
H (1.961, 6.006, 1.543)  0.16
H (3.609, 5.847, 1.777)  0.16
H (2.955, 7.047, 0.845)  0.16
H (2.893, 5.469, 0.317)  0.16
N (0.136, 6.560, -5.689)  0.35
H (0.092, 6.784, -6.673)  0.17
H (-0.609, 7.145, -5.340)  0.15
H (0.980, 6.909, -5.259)  0.16
H (-0.112, 5.641, -5.350)  0.17
N (-4.737, 5.663, -0.778)  0.35
H (-5.603, 5.162, -0.634)  0.17
H (-4.398, 6.083, 0.075)  0.16
H (-4.976, 6.537, -1.224)  0.16
H (-4.019, 5.132, -1.251)  0.16
C (-0.411, 0.641, -0.512)  -0.04
C (-0.084, 1.798, -1.587)  -0.75
O (1.129, 2.273, -1.522)  -0.21
O (-1.002, 2.299, -2.264)  -0.14
H (-0.122, -0.324, -0.927)  0.06
H (-1.478, 0.678, -0.290)  0.04
H (0.000, 0.920, 0.459)  0.05
C (-6.652, -0.183, 5.053)  -0.09
C (-5.307, -0.581, 4.616)  -0.34
O (-5.650, -1.358, 3.493)  0.14
C (-6.958, -1.425, 3.204)  -0.49
O (-7.471, -2.081, 2.269)  0.12
O (-7.553, -0.586, 4.055)  0.09
F (-4.573, -1.255, 5.499)  0.11
H (-6.813, 0.824, 5.439)  0.14
H (-7.005, -0.682, 5.956)  0.15
H (-4.715, 0.252, 4.236)  0.17
C (-7.935, -1.161, -4.587)  -0.02
C (-6.637, -1.555, -3.845)  -0.35
O (-6.459, -0.425, -3.134)  0.21
C (-7.519, 0.171, -2.895)  -0.66
O (-7.650, 1.086, -2.045)  0.08
O (-8.470, -0.360, -3.550)  0.13
F (-5.686, -1.678, -4.731)  0.13
H (-8.618, -1.975, -4.828)  0.14
H (-7.726, -0.678, -5.541)  0.14
H (-6.934, -2.471, -3.334)  0.19
C (3.960, -7.553, 5.543)  -0.05
C (5.427, -6.910, 5.524)  -0.34
O (5.201, -5.788, 4.723)  0.14
C (3.982, -5.693, 4.218)  -0.46
O (3.617, -4.912, 3.301)  0.10
O (3.152, -6.608, 4.881)  0.04
F (6.219, -7.626, 4.809)  0.12
H (3.693, -7.613, 6.598)  0.13
H (4.029, -8.453, 4.932)  0.14
H (5.957, -6.706, 6.455)  0.17
C (1.809, 1.963, 8.403)  0.00
C (2.573, 1.366, 7.160)  -0.34
O (3.578, 0.629, 7.683)  0.15
C (3.556, 0.648, 9.061)  -0.56
O (4.377, 0.132, 9.756)  0.19
O (2.603, 1.423, 9.490)  0.10
F (3.114, 2.433, 6.553)  0.05
H (0.742, 1.772, 8.516)  0.13
H (1.828, 3.050, 8.485)  0.13
H (2.000, 0.884, 6.368)  0.17
C (6.414, -1.082, -1.474)  -0.10
C (5.859, -1.298, -2.878)  -0.37
O (6.119, -2.622, -3.124)  0.14
C (7.282, -2.928, -2.495)  -0.43
O (8.004, -3.872, -2.743)  0.18
O (7.565, -1.860, -1.578)  0.05
F (6.518, -0.508, -3.742)  0.08
H (5.622, -1.513, -0.862)  0.14
H (6.615, -0.025, -1.297)  0.14
H (4.790, -1.090, -2.924)  0.17
C (0.662, -1.568, -7.281)  -0.08
C (0.626, -0.644, -8.480)  -0.39
O (1.275, -1.280, -9.516)  0.15
C (2.164, -2.135, -8.890)  -0.43
O (3.217, -2.585, -9.323)  0.16
O (1.736, -2.408, -7.582)  0.05
F (1.084, 0.570, -8.248)  0.09
H (-0.187, -2.229, -7.104)  0.14
H (0.847, -1.211, -6.268)  0.14
H (-0.378, -0.382, -8.814)  0.16

***

3.
A structure of composition C18H15AsIrO6PSSe2, computed with wB97M-V/def2-TZVPD.

Properties
Multiplicity: 2
HOMO (spin up / spin down): -12.278 / -12.183 eV
Max |F|: 1.490 eV/A
Relative energy (zero: lowest compared OMol25 entry of this formula, charge and spin): 15.8 kcal/mol
Total charge: +1
HOMO-LUMO gap (spin up / spin down): 6.775 / 6.568 eV

Last column: Löwdin charge in e.
Element x y z (Å)
Ir (0.681, 0.514, -0.984)  0.97
O (2.793, 2.716, -3.503)  -0.21
As (3.447, 1.690, -2.260)  0.96
O (4.886, 1.043, -2.562)  -0.39
O (2.248, 0.379, -2.046)  -0.68
C (3.531, 2.836, -0.703)  -0.22
C (4.849, 3.125, -0.379)  -0.06
C (5.146, 3.999, 0.663)  -0.02
C (4.136, 4.594, 1.394)  -0.03
C (2.810, 4.311, 1.101)  -0.03
C (2.516, 3.436, 0.067)  -0.28
S (0.828, 3.061, -0.142)  0.59
O (0.003, 4.122, 0.285)  -0.18
O (0.584, 1.728, 0.617)  -0.44
O (0.660, 2.534, -1.541)  -0.47
H (2.264, 2.234, -4.152)  0.07
H (5.638, 2.662, -0.958)  0.11
H (6.180, 4.218, 0.893)  0.12
H (4.373, 5.280, 2.196)  0.12
H (2.007, 4.769, 1.663)  0.13
Se (-1.682, 0.420, -1.537)  0.53
P (-1.379, -1.557, -0.618)  0.28
Se (0.670, -1.854, -1.318)  0.53
C (-1.417, -1.399, 1.172)  -0.43
C (-2.650, -1.072, 1.738)  -0.08
C (-2.753, -0.903, 3.107)  -0.05
C (-1.631, -1.070, 3.912)  -0.05
C (-0.411, -1.412, 3.350)  -0.05
C (-0.297, -1.577, 1.977)  -0.11
C (-2.589, -2.769, -1.101)  -0.41
C (-3.620, -2.454, -1.980)  -0.09
C (-4.543, -3.431, -2.324)  -0.05
C (-4.423, -4.710, -1.803)  -0.05
C (-3.387, -5.025, -0.930)  -0.05
C (-2.468, -4.056, -0.572)  -0.07
H (-3.528, -0.946, 1.113)  0.12
H (-3.706, -0.644, 3.548)  0.12
H (-1.713, -0.935, 4.982)  0.12
H (0.457, -1.554, 3.979)  0.12
H (0.656, -1.853, 1.544)  0.07
H (-3.708, -1.459, -2.400)  0.08
H (-5.351, -3.193, -3.003)  0.12
H (-5.140, -5.471, -2.079)  0.12
H (-3.300, -6.026, -0.528)  0.12
H (-1.667, -4.298, 0.119)  0.12

***

4.
A structure of composition C22H47Cl4NO13, computed with wB97M-V/def2-TZVPD.

Properties
HOMO: -7.090 eV
Max |F|: 18.174 eV/A
Relative energy (zero: lowest compared OMol25 entry of this formula, charge and spin): 447.4 kcal/mol
HOMO-LUMO gap: 7.365 eV

Last column: Löwdin charge in e.
Element x y z (Å)
C (-24.916, 3.750, -21.579)  -0.03
C (-25.139, 2.432, -20.856)  -0.33
C (-26.422, 2.368, -20.044)  -0.22
O (-26.461, 3.446, -19.126)  -0.20
C (-27.697, 3.393, -18.301)  -0.05
N (-25.144, 1.373, -21.886)  -0.08
H (-24.390, 4.434, -20.913)  0.08
H (-25.771, 4.304, -21.967)  0.09
H (-24.182, 3.717, -22.383)  0.08
H (-24.311, 2.221, -20.180)  0.11
H (-26.437, 1.445, -19.464)  0.09
H (-27.285, 2.381, -20.709)  0.13
H (-27.762, 4.340, -17.765)  0.08
H (-27.618, 2.570, -17.590)  0.08
H (-28.510, 3.260, -19.014)  0.08
H (-24.351, 1.512, -22.496)  -0.07
H (-25.087, 0.518, -21.352)  -0.03
C (-21.012, -1.945, -24.005)  -0.02
C (-22.029, -1.076, -23.208)  -0.20
O (-21.432, 0.064, -22.692)  0.10
C (-22.129, 1.011, -22.141)  -0.37
O (-23.369, 1.064, -22.225)  0.09
O (-21.306, 1.841, -21.398)  0.04
C (-21.803, 2.948, -20.664)  -0.04
H (-20.131, -2.129, -23.391)  0.08
H (-20.681, -1.470, -24.928)  0.08
H (-21.439, -2.923, -24.227)  0.08
H (-22.387, -1.673, -22.369)  0.11
H (-22.929, -0.857, -23.782)  0.12
H (-22.863, 2.853, -20.427)  0.05
H (-21.642, 3.875, -21.215)  0.10
H (-21.347, 3.104, -19.687)  0.10
C (-25.772, 4.206, -27.861)  -0.08
C (-24.937, 3.883, -26.680)  -0.26
O (-25.687, 3.115, -25.770)  0.04
C (-25.035, 2.138, -25.095)  -0.50
O (-23.769, 1.991, -24.929)  0.06
O (-26.000, 1.478, -24.515)  0.07
C (-25.648, 0.413, -23.670)  -0.15
H (-25.562, 5.197, -28.264)  0.08
H (-26.840, 4.219, -27.643)  0.09
H (-25.563, 3.559, -28.713)  0.08
H (-24.594, 4.816, -26.233)  0.12
H (-24.037, 3.439, -27.105)  0.13
H (-26.569, -0.144, -23.496)  0.10
H (-25.177, 0.848, -22.788)  -0.17
H (-24.933, -0.160, -24.260)  0.11
C (-26.563, -7.773, -20.711)  -0.07
C (-26.905, -7.096, -19.434)  -0.18
O (-26.755, -5.659, -19.662)  0.06
C (-25.707, -5.048, -19.102)  -0.59
O (-24.900, -5.567, -18.391)  0.15
O (-25.670, -3.761, -19.511)  -0.13
C (-24.867, -2.762, -18.901)  -0.22
H (-26.554, -8.840, -20.487)  0.09
H (-25.559, -7.609, -21.102)  0.08
H (-27.231, -7.538, -21.540)  0.09
H (-26.346, -7.477, -18.579)  0.12
H (-27.929, -7.346, -19.157)  0.13
H (-24.415, -3.115, -17.974)  0.12
H (-25.497, -1.906, -18.661)  0.01
H (-24.122, -2.362, -19.589)  0.02
C (-25.153, -7.316, -26.203)  -0.09
C (-25.569, -7.772, -24.825)  -0.20
O (-25.857, -6.637, -23.982)  0.00
C (-24.842, -5.971, -23.346)  -0.53
O (-23.635, -6.053, -23.571)  0.11
O (-25.402, -5.290, -22.345)  -0.03
C (-24.774, -4.426, -21.451)  -0.15
H (-25.327, -8.022, -27.014)  0.07
H (-24.104, -7.026, -26.262)  0.07
H (-25.753, -6.484, -26.572)  0.08
H (-24.828, -8.411, -24.347)  0.13
H (-26.513, -8.266, -25.056)  0.12
H (-24.094, -4.972, -20.797)  0.13
H (-25.452, -3.811, -20.860)  -0.05
H (-24.206, -3.770, -22.111)  0.09
C (-25.248, -1.360, -21.805)  -0.75
Cl (-25.099, -0.919, -20.112)  0.88
Cl (-26.590, -2.479, -22.094)  0.84
H (-25.477, -0.504, -22.439)  -0.04
H (-24.304, -1.797, -22.130)  0.03
C (-28.959, -1.823, -22.469)  -1.21
Cl (-29.311, -3.118, -23.541)  0.55
Cl (-30.541, -1.356, -21.841)  0.49
H (-28.384, -2.184, -21.616)  -0.08
H (-28.501, -0.948, -22.929)  0.01